# C6H15F2O3PS

A 2-piece molecular cluster, C6H15F2O3PS overall at a distorted geometry (ωB97M-V/def2-TZVPD, the OMol25 dataset).

Each line ends with the Löwdin charge.
Geometry (Å):
C  3.437  -0.010  -1.155  -0.1021
C  3.242  1.488  -1.358  -0.2320
C  1.830  1.900  -1.705  -0.5134
F  1.505  1.525  -2.994  -0.0321
S  0.670  1.136  -0.537  0.9774
F  -0.476  2.232  -0.618  -0.3587
P  -0.624  -0.552  -1.386  0.7776
O  -0.439  -0.582  -2.974  -0.2583
O  0.241  -1.832  -1.028  -0.2546
H  4.497  -0.245  -1.102  0.0865
H  3.035  -0.579  -1.995  0.0876
H  2.989  -0.354  -0.219  0.0653
H  3.563  2.057  -0.485  0.1265
H  3.847  1.825  -2.202  0.1286
H  1.662  2.974  -1.618  0.1323
H  -0.564  0.277  -3.416  0.0782
H  1.050  -1.730  -0.504  0.0694
C  -2.373  -2.081  2.083  -0.1105
C  -2.765  -0.874  2.954  -0.7152
C  -2.954  0.341  2.020  -0.1066
O  -1.829  -0.617  3.884  -0.2614
H  -1.413  -1.872  1.597  0.0367
H  -2.258  -2.969  2.705  0.0619
H  -3.121  -2.303  1.307  0.0574
H  -3.780  -1.098  3.366  0.1127
H  -1.998  0.568  1.533  0.0276
H  -3.262  1.212  2.599  0.0620
H  -3.713  0.162  1.245  0.0572

Its LUMO energy is -2.48 eV. The value obtained for the HOMO-LUMO gap is 2.8 eV. The calculation puts the HOMO energy at -5.274 eV.

---

# C24H45BeCl3N3O4Si

C24H45BeCl3N3O4Si as an isolated structure at a distorted geometry (ωB97M-V/def2-TZVPD, the OMol25 dataset).

Each line ends with the Löwdin charge.
Geometry (Å):
C  2.015  4.361  0.988  -0.0654
C  1.503  3.115  1.646  -0.2188
H  1.249  5.131  0.741  0.0982
H  2.463  4.060  0.048  0.0389
H  2.756  4.816  1.662  0.0734
C  1.208  3.151  2.966  -0.1261
C  1.548  4.323  3.860  -0.1083
H  0.640  2.348  3.424  0.0747
H  1.064  5.301  3.643  0.0796
H  2.643  4.479  3.798  0.0735
H  1.314  4.068  4.909  0.0670
Be  2.661  -0.487  -3.361  -0.7433
Cl  2.263  -0.352  -5.187  0.1330
Cl  0.898  0.021  -2.230  0.4067
H  -1.897  -5.513  -5.552  0.0826
H  -0.566  -3.651  -6.216  0.0873
C  -2.199  -4.931  -4.674  -0.0492
C  -0.482  -3.211  -5.205  -0.0647
N  -1.070  -4.122  -4.230  -0.2000
H  -2.504  -5.595  -3.863  0.0809
C  -0.763  -3.993  -2.926  -0.2875
O  -1.224  -4.721  -2.022  -0.0351
H  0.593  -3.009  -4.983  0.0705
H  -0.009  -3.206  -2.725  0.1347
H  -3.042  -4.287  -4.970  0.0934
H  -0.988  -2.218  -5.207  0.0995
H  -2.203  3.430  1.178  0.0967
H  -1.117  2.958  3.405  0.0589
C  -2.798  2.514  1.156  -0.0603
C  -2.125  2.538  3.536  -0.0563
N  -2.540  1.779  2.364  -0.2144
H  -2.506  1.914  0.292  0.0380
C  -3.058  0.500  2.482  -0.3489
O  -3.687  -0.058  1.613  0.0299
H  -2.126  1.872  4.411  0.0901
H  -2.925  0.106  3.518  0.1331
H  -3.871  2.719  1.085  0.0968
H  -2.833  3.363  3.688  0.0897
O  -0.093  1.985  0.056  -0.2579
C  1.181  1.874  0.812  -0.2516
C  0.232  0.235  2.583  -0.0734
C  1.331  0.692  1.855  -0.1865
H  -0.732  0.666  2.410  0.0736
C  0.362  -0.737  3.591  -0.0911
H  2.069  1.737  0.163  0.1263
C  2.585  0.137  2.129  -0.0325
H  -0.491  -1.066  4.188  0.0957
C  1.603  -1.348  3.796  -0.1118
C  2.732  -0.889  3.096  -0.0851
H  3.421  0.550  1.571  0.1150
H  1.714  -2.207  4.498  0.1002
H  3.725  -1.303  3.275  0.0916
Si  -0.105  2.111  -1.789  0.3283
Cl  4.247  -0.551  -2.519  0.1494
C  -1.965  1.817  -2.061  -0.1970
C  -0.129  2.061  -3.911  -0.3087
C  0.970  3.656  -1.708  -0.1715
H  -2.348  1.100  -1.349  0.0117
H  -2.172  1.414  -3.048  -0.0002
H  -2.468  2.776  -1.978  0.0375
H  0.398  4.256  -1.001  0.0233
H  1.121  4.205  -2.637  0.0318
H  1.965  3.411  -1.333  0.0138
H  0.672  1.512  -4.454  -0.0856
H  -0.196  3.064  -4.381  -0.0017
H  -1.056  1.552  -4.269  -0.0168
C  -0.236  -4.878  0.860  -0.0721
N  -0.249  -3.443  0.793  -0.1466
C  -1.446  -2.682  1.005  -0.0421
C  0.802  -2.700  0.403  -0.5025
C  2.122  -3.352  0.096  0.0030
O  0.622  -1.473  0.358  -0.0380
H  -0.862  -5.251  1.685  0.0862
H  0.779  -5.249  1.050  0.0768
H  -0.590  -5.349  -0.073  0.0632
H  -1.275  -2.008  1.847  0.0673
H  -1.637  -2.046  0.136  0.0989
H  -2.289  -3.335  1.200  0.0910
H  2.007  -4.132  -0.681  0.0858
H  2.767  -2.574  -0.321  0.0645
H  2.631  -3.751  0.996  0.0890

For the energy above the lowest of the compared OMol25 structures with the same formula, charge and spin, the calculation gives 407.84 kJ/mol. Its LUMO energy is 2.60 eV. Its charge is -1. The value obtained for the HOMO-LUMO gap is 7.3 eV. The calculation puts the HOMO energy at -4.698 eV.

---

# C19H48BrN3O2

A 4-piece molecular cluster, C19H48BrN3O2 overall at a distorted geometry (ωB97M-V/def2-TZVPD, the OMol25 dataset).

Each line ends with the Löwdin charge.
Geometry (Å):
C  -8.573  2.555  -3.176  0.0057
N  -10.024  2.574  -3.549  -0.3630
C  -10.402  1.213  -4.061  -0.0150
C  -10.807  2.871  -2.334  0.0037
C  -10.293  3.591  -4.623  -0.0936
C  -9.975  5.031  -4.270  -0.2319
O  -9.253  5.533  -5.385  -0.0334
H  -8.284  3.552  -2.858  0.1026
H  -7.995  2.359  -4.081  0.1222
H  -8.370  1.759  -2.467  0.0587
H  -11.133  1.325  -4.857  0.1110
H  -10.790  0.593  -3.261  0.0771
H  -9.502  0.729  -4.433  0.0366
H  -10.546  2.144  -1.568  0.0913
H  -11.872  2.817  -2.554  0.1222
H  -10.573  3.864  -1.956  0.1101
H  -11.355  3.497  -4.846  0.1391
H  -9.752  3.239  -5.500  0.1508
H  -9.434  5.170  -3.330  0.1116
H  -10.919  5.577  -4.178  0.1327
H  -9.090  6.473  -5.247  0.1067
C  -6.802  -3.077  0.175  -0.0205
N  -5.743  -3.916  -0.434  -0.3593
C  -5.517  -5.126  0.392  0.0118
C  -6.145  -4.374  -1.812  0.0143
C  -4.464  -3.126  -0.569  -0.0940
C  -4.043  -2.322  0.632  -0.2407
O  -4.626  -1.047  0.575  -0.0379
H  -7.010  -2.154  -0.360  0.0532
H  -6.549  -2.924  1.222  0.1117
H  -7.721  -3.666  0.223  0.0851
H  -4.827  -5.763  -0.162  0.1166
H  -6.445  -5.680  0.502  0.1147
H  -5.063  -4.887  1.349  0.1099
H  -5.362  -5.009  -2.211  0.1165
H  -6.349  -3.491  -2.409  0.0299
H  -7.064  -4.942  -1.673  0.1030
H  -4.521  -2.549  -1.493  0.1510
H  -3.682  -3.859  -0.786  0.1447
H  -2.951  -2.311  0.656  0.1395
H  -4.361  -2.862  1.538  0.1181
H  -4.236  -0.495  1.261  0.1082
C  -8.492  0.711  0.753  -0.0921
C  -9.601  0.332  1.727  -0.2319
C  -10.741  -0.495  1.127  -0.1864
C  -10.249  -1.838  0.628  -0.1297
N  -11.331  -2.684  -0.029  -0.2554
C  -10.747  -4.063  -0.282  -0.0938
C  -10.157  -3.946  -1.676  -0.1802
C  -11.235  -3.172  -2.429  -0.1422
C  -11.650  -2.113  -1.423  -0.0774
C  -12.532  -2.782  0.841  0.0190
H  -8.199  -0.088  0.072  0.0266
H  -7.568  1.030  1.240  0.0817
H  -8.748  1.572  0.124  0.0603
H  -10.055  1.234  2.143  0.1162
H  -9.159  -0.161  2.599  0.1159
H  -11.248  0.104  0.370  0.1205
H  -11.413  -0.706  1.962  0.1132
H  -9.831  -2.416  1.447  0.1412
H  -9.538  -1.686  -0.188  0.0876
H  -11.602  -4.738  -0.284  0.1402
H  -10.007  -4.340  0.461  0.1223
H  -9.952  -4.927  -2.106  0.1303
H  -9.222  -3.379  -1.725  0.0203
H  -12.057  -3.834  -2.700  0.1274
H  -10.836  -2.678  -3.314  0.0983
H  -12.709  -1.868  -1.403  0.1338
H  -11.056  -1.205  -1.502  0.0970
H  -13.315  -3.284  0.277  0.1177
H  -12.851  -1.789  1.133  0.0969
H  -12.287  -3.385  1.712  0.1225
Br  -7.979  -1.238  -3.047  -0.2211

Its LUMO energy is -4.23 eV. Its charge is +2. The value obtained for the HOMO-LUMO gap is 8.6 eV. The calculation puts the HOMO energy at -12.873 eV.

---

# C17H15F3N3O7S

A 2-piece molecular cluster, C17H15F3N3O7S overall at a distorted geometry (ωB97M-V/def2-TZVPD, the OMol25 dataset).

Each line ends with the Löwdin charge.
Geometry (Å):
C  4.892  0.515  0.304  -0.0626
C  3.989  1.487  -0.465  -0.5750
C  4.501  2.920  -0.273  -0.0763
C  4.011  1.118  -1.952  -0.0621
C  2.545  1.319  0.038  -0.2092
C  1.795  2.366  0.601  -0.0565
C  0.507  2.161  1.060  -0.0178
C  -0.085  0.860  1.020  -0.3884
O  -1.093  0.582  1.787  -0.1241
C  0.649  -0.159  0.330  -0.0085
C  1.950  0.052  -0.059  -0.0641
H  4.569  -0.526  0.199  0.0738
H  5.920  0.587  -0.061  0.0747
H  4.894  0.763  1.371  0.0878
H  3.854  3.625  -0.812  0.0822
H  4.507  3.177  0.796  0.0842
H  5.524  2.991  -0.668  0.0792
H  3.363  1.799  -2.515  0.0892
H  5.026  1.203  -2.349  0.0743
H  3.660  0.095  -2.130  0.0753
H  2.230  3.369  0.673  0.0948
H  -0.066  2.964  1.522  0.1046
H  0.199  -1.141  0.220  0.0991
H  2.519  -0.778  -0.476  0.1012
O  -3.551  0.275  -2.847  -0.2863
S  -3.360  0.647  -1.466  0.7892
O  -2.484  1.708  -1.024  -0.2629
C  -5.065  0.976  -0.727  -0.6158
F  -5.602  2.036  -1.345  0.1284
F  -5.859  -0.105  -0.900  0.1243
F  -4.954  1.235  0.599  0.1270
C  -2.882  -0.830  -0.527  -0.2324
C  -2.366  -0.606  0.767  -0.0238
C  -2.038  -1.752  1.508  -0.0832
N  -1.700  -1.859  2.867  -0.1202
O  -1.269  -1.129  3.745  0.0824
O  -2.025  -3.214  3.208  0.0138
N  -2.424  -3.932  2.132  0.1143
C  -2.381  -3.056  1.087  -0.1423
C  -2.890  -3.244  -0.249  -0.0804
N  -3.163  -4.529  -0.866  -0.3290
O  -2.911  -5.591  -0.264  0.0476
O  -3.644  -4.506  -2.028  0.0074
C  -3.177  -2.107  -1.011  0.0369
H  -2.458  0.417  1.159  0.1050
H  -3.653  -2.185  -1.980  0.1240

Its LUMO energy is 1.24 eV. Its charge is -1. The value obtained for the HOMO-LUMO gap is 5.4 eV. The calculation puts the HOMO energy at -4.114 eV.

---

# C5H11N4

A 2-piece molecular cluster, C5H11N4 overall at a distorted geometry (ωB97M-V/def2-TZVPD, the OMol25 dataset).

Each line ends with the Löwdin spin population.
Geometry (Å):
C  -2.813  2.018  -0.317  0.1307
C  2.558  0.577  0.323  0.4049
C  3.681  0.041  -0.490  0.0776
C  -1.806  -1.873  -0.183  0.0010
C  -1.106  -0.938  0.820  0.0184
N  -2.220  0.991  0.103  0.1935
N  0.355  1.045  -0.373  0.6285
N  1.423  0.780  -0.074  0.3013
N  -1.295  0.447  0.611  0.1233
H  -3.855  2.288  -0.180  0.0169
H  -2.131  2.540  -1.082  0.0236
H  2.906  0.850  1.303  0.0319
H  3.448  -0.587  -1.254  0.0034
H  4.233  0.801  -0.923  0.0258
H  4.518  -0.493  0.095  0.0077
H  -1.406  -2.158  -1.158  0.0005
H  -1.980  -2.803  0.426  -0.0001
H  -2.866  -1.413  -0.290  0.0006
H  -1.512  -1.027  1.858  0.0100
H  -0.133  -1.088  0.785  0.0006

For the energy above the lowest of the compared OMol25 structures with the same formula, charge and spin, the calculation gives 481.80 kJ/mol. The multiplicity is 3. Its LUMO energy (spin up / spin down) is -4.24 / -6.47 eV. Its charge is +1. The value obtained for the HOMO-LUMO gap (spin up / spin down) is 6.4 / 7.1 eV. The calculation puts the HOMO energy (spin up / spin down) at -10.636 / -13.532 eV.

---

# CH2ClFO2

A 2-piece molecular cluster, CH2ClFO2 overall at a distorted geometry (ωB97M-V/def2-TZVPD, the OMol25 dataset).

Each line ends with the Löwdin charge.
Geometry (Å):
C  1.219  0.725  -0.004  -0.8403
O  0.595  1.544  0.529  0.1545
O  -1.872  -0.794  0.420  -0.0613
F  2.022  0.946  -1.081  0.0281
Cl  1.457  -1.004  0.400  0.7096
H  -2.237  -1.207  -0.364  0.0364
H  -1.184  -0.209  0.101  -0.0268

For the energy above the lowest of the compared OMol25 structures with the same formula, charge and spin, the calculation gives 56.87 kJ/mol. Its LUMO energy is 0.31 eV. The value obtained for the HOMO-LUMO gap is 11.9 eV. The calculation puts the HOMO energy at -11.569 eV. As for the SMILES: O=C(F)Cl.O.

---

# C23H25CaFN9O6SSe2

C23H25CaFN9O6SSe2 as an isolated structure at a distorted geometry (ωB97M-V/def2-TZVPD, the OMol25 dataset).

Each line ends with the Löwdin charge.
Geometry (Å):
Ca  -0.115  -1.027  0.761  0.9467
N  -4.749  -2.141  1.231  0.0245
C  -3.911  -1.183  0.809  -0.1405
N  -2.684  -1.636  0.830  0.0662
C  -2.840  -2.911  1.288  -0.3420
N  -4.078  -3.267  1.541  0.1299
C  -1.689  -3.805  1.525  -0.2196
C  -1.846  -5.063  2.090  -0.0665
N  -0.807  -5.851  2.347  0.0868
C  0.396  -5.368  2.043  -0.1062
C  0.565  -4.116  1.477  -0.0838
N  -0.483  -3.334  1.205  0.0080
H  -5.744  -2.103  1.348  0.1503
H  -4.228  -0.193  0.516  0.1321
H  -2.836  -5.424  2.344  0.1132
H  1.252  -5.993  2.265  0.1062
H  1.543  -3.713  1.241  0.1099
O  1.954  0.176  4.757  -0.1183
C  1.761  0.971  3.585  -0.2704
C  0.481  1.806  3.629  -0.5698
C  0.658  2.771  4.810  -0.2205
O  -0.482  3.608  5.072  -0.0708
C  -0.808  0.973  3.871  -0.5244
Se  -0.768  -0.995  3.576  0.4630
C  0.373  2.673  2.364  -0.5704
Se  0.232  1.830  0.575  0.4997
H  1.285  -0.532  4.691  -0.0283
H  1.770  0.353  2.691  0.0621
H  2.616  1.650  3.514  0.1265
H  1.543  3.391  4.625  0.1203
H  0.835  2.194  5.713  0.1223
H  -0.708  4.054  4.251  0.0632
H  -1.611  1.364  3.249  0.0380
H  -1.122  1.098  4.900  0.0422
H  1.226  3.351  2.320  0.0497
H  -0.526  3.285  2.436  0.0321
F  0.790  2.167  -4.031  0.0631
C  1.990  1.843  -3.506  -0.1794
C  2.062  1.068  -2.427  0.0294
N  3.267  0.707  -1.866  0.0432
C  3.374  -0.114  -0.654  -0.0316
C  2.201  -1.028  -0.398  -0.7099
O  1.489  -1.444  -1.346  -0.0575
O  2.007  -1.333  0.821  -0.2195
C  4.458  1.180  -2.380  -0.4658
O  5.548  0.912  -1.909  0.0719
N  4.324  1.987  -3.496  0.2118
C  3.158  2.373  -4.157  -0.4099
O  3.190  3.067  -5.155  0.0719
H  1.171  0.682  -1.961  0.0842
H  3.533  0.510  0.218  0.1356
H  4.245  -0.752  -0.781  0.1379
H  5.189  2.332  -3.876  0.1612
N  -1.550  1.600  -6.160  0.1172
C  -2.581  1.241  -5.390  -0.8595
S  -4.167  1.383  -5.829  0.6201
C  -2.175  0.651  -4.076  -0.2668
C  -1.420  -0.514  -4.028  -0.0127
C  -1.078  -1.032  -2.790  -0.1276
N  -1.423  -0.454  -1.631  0.0224
C  -2.120  0.688  -1.696  -0.1733
C  -2.530  1.263  -2.886  -0.0143
H  -1.750  2.053  -7.036  0.0997
H  -0.621  1.670  -5.773  0.0987
H  -1.113  -1.016  -4.938  0.1194
H  -0.486  -1.936  -2.717  0.1044
H  -2.331  1.173  -0.749  0.0573
H  -3.103  2.181  -2.888  0.1172

For the energy above the lowest of the compared OMol25 structures with the same formula, charge and spin, the calculation gives 0.00 kJ/mol. Its LUMO energy is 1.75 eV. Its charge is -1. The value obtained for the HOMO-LUMO gap is 6.2 eV. The calculation puts the HOMO energy at -4.397 eV.

---

no.,M (g/mol),E_tot (hartree)
1,236.22,-1402.416534
2,583.10,-3091.734753
3,430.52,-3640.941592
4,462.38,-2045.269202
5,127.17,-415.590514
6,100.48,-749.838941
7,772.57,-7814.531959